[1]
The following is a quantum chemistry calculation of a 13-piece molecular cluster, C51H70BCl8N9O9 overall in a non-equilibrium geometry, from OMol25.

Geometry as XYZ:
```
148
Properties=species:S:1:pos:R:3
C 1.78 -3.20 -3.32
C 0.52 -2.37 -3.55
C 0.29 -1.24 -2.54
C 0.17 -1.69 -1.10
N -0.09 -0.54 -0.18
C -0.44 -1.04 1.20
C -1.09 0.12 1.89
C -1.85 0.86 0.75
C -1.46 0.10 -0.50
C 0.96 0.51 -0.34
C 2.37 -0.01 -0.17
C 3.40 1.10 0.06
H 2.64 -2.73 -3.81
H 1.73 -4.25 -3.60
H 2.06 -3.14 -2.27
H -0.37 -3.01 -3.53
H 0.52 -1.89 -4.52
H -0.42 -0.45 -2.80
H 1.20 -0.64 -2.67
H 1.06 -2.20 -0.72
H -0.68 -2.36 -0.95
H 0.53 -1.34 1.62
H -1.01 -1.96 1.20
H -0.42 0.89 2.28
H -1.69 -0.19 2.74
H -1.56 1.90 0.69
H -2.92 0.72 0.93
H -1.45 0.62 -1.45
H -2.06 -0.81 -0.61
H 0.75 1.25 0.44
H 0.81 1.01 -1.29
H 2.66 -0.50 -1.10
H 2.41 -0.68 0.69
H 3.63 1.60 -0.89
H 4.35 0.65 0.36
H 3.11 1.86 0.78
O 4.30 -1.63 4.58
C 3.20 -1.18 4.67
O 2.22 -1.60 5.44
B 1.04 -0.71 5.30
O 1.42 0.24 4.24
C 2.64 -0.02 3.83
O 3.19 0.50 2.91
O 0.61 -0.09 6.55
C -0.67 -0.43 6.81
O -1.35 0.04 7.67
C -1.10 -1.43 5.75
O -0.11 -1.55 4.87
O -2.12 -2.05 5.74
N 3.67 -3.99 2.61
C 3.91 -2.99 1.71
C 3.50 -3.43 0.48
C 2.98 -4.75 0.65
C 3.13 -5.07 1.97
H 3.68 -3.85 3.61
H 4.30 -2.03 1.99
H 3.57 -3.01 -0.51
H 2.49 -5.31 -0.13
H 2.93 -6.00 2.48
N 3.83 1.69 -3.84
C 3.14 2.38 -4.79
C 2.30 1.47 -5.41
C 2.49 0.23 -4.78
C 3.47 0.38 -3.82
H 4.69 2.01 -3.40
H 3.42 3.38 -5.08
H 1.60 1.72 -6.20
H 2.01 -0.71 -4.99
H 3.96 -0.35 -3.20
N -4.12 2.10 -3.43
C -3.78 2.18 -4.75
C -3.10 1.02 -5.05
C -3.19 0.15 -3.96
C -3.75 0.89 -2.92
H -4.63 2.78 -2.86
H -4.11 3.06 -5.28
H -2.62 0.85 -6.01
H -2.75 -0.83 -3.85
H -3.89 0.66 -1.88
N -0.78 -3.98 3.25
C -0.27 -4.58 2.12
C -1.21 -5.47 1.67
C -2.23 -5.60 2.66
C -1.92 -4.64 3.60
H -0.36 -3.22 3.76
H 0.67 -4.29 1.69
H -1.14 -6.02 0.75
H -3.07 -6.26 2.79
H -2.38 -4.44 4.56
N -0.94 4.13 6.05
C -0.06 3.23 5.46
C 0.10 3.67 4.18
C -0.63 4.88 3.98
C -1.29 5.11 5.17
H -1.45 3.98 6.90
H 0.13 2.40 6.12
H 0.79 3.26 3.45
H -0.60 5.52 3.12
H -1.99 5.85 5.52
N -4.17 -2.73 -1.55
C -3.15 -3.29 -0.85
C -3.33 -2.94 0.48
C -4.37 -1.98 0.53
C -4.87 -1.87 -0.75
H -4.46 -2.91 -2.50
H -2.39 -3.90 -1.30
H -2.60 -3.28 1.21
H -4.68 -1.40 1.38
H -5.68 -1.30 -1.17
N -5.93 3.02 -0.48
C -5.95 3.83 -1.58
C -4.76 4.51 -1.64
C -3.99 4.11 -0.52
C -4.75 3.21 0.18
H -6.74 2.52 -0.16
H -6.79 4.01 -2.24
H -4.43 5.24 -2.36
H -2.99 4.40 -0.26
H -4.59 2.80 1.17
N 8.13 1.92 -2.40
C 7.71 3.09 -1.80
C 6.49 2.77 -1.22
C 6.13 1.48 -1.57
C 7.22 0.93 -2.23
H 8.94 1.84 -2.99
H 8.29 3.99 -1.79
H 5.98 3.51 -0.63
H 5.22 0.99 -1.26
H 7.41 -0.06 -2.62
C 0.19 3.52 -3.04
Cl 1.86 3.30 -2.50
Cl -0.89 3.44 -1.61
Cl 0.08 5.14 -3.75
Cl -0.30 2.31 -4.20
C 1.61 -2.49 -8.06
Cl 1.20 -3.13 -9.65
Cl 2.74 -3.62 -7.28
Cl 2.30 -0.86 -8.10
Cl 0.14 -2.37 -7.06
C -4.42 1.20 4.17
C -3.27 2.14 4.48
O -2.85 2.76 3.27
H -4.95 0.93 5.09
H -4.07 0.28 3.73
H -5.16 1.72 3.56
H -2.43 1.58 4.90
H -3.62 2.88 5.21
H -2.26 3.50 3.53
```

Computed properties:
- electronic energy (hartree) = -6861.80558
- HOMO level (eV) = -7.9

[2]
The following is a quantum chemistry calculation of C51H73N5P2S4SbSiY as an isolated structure, from OMol25.

Geometry as XYZ:
```
138
Properties=species:S:1:pos:R:3
Y 0.52 2.77 0.19
C -4.48 2.50 0.72
Si -2.80 1.63 0.63
C -3.40 -0.16 0.31
C -4.37 -0.67 1.18
C -5.06 -1.85 0.92
C -4.80 -2.52 -0.26
C -3.83 -2.05 -1.13
C -3.08 -0.90 -0.85
P -1.63 -0.40 -1.93
C -1.32 -2.05 -2.79
C 0.17 -2.12 -3.18
C 0.49 -3.44 -3.92
C -0.53 -4.53 -3.59
C -1.95 -4.12 -4.02
C -2.12 -2.59 -3.98
C -2.65 0.57 -3.17
C -3.13 1.91 -2.56
C -0.86 3.13 -2.61
C -0.90 3.02 -4.13
C -0.75 1.59 -4.64
C -2.03 0.76 -4.56
C -2.23 1.59 2.49
C -3.14 2.14 3.41
C -2.92 2.13 4.78
C -1.74 1.60 5.28
C -0.82 1.06 4.40
C -1.05 1.01 3.02
P 0.09 0.10 1.88
C -0.79 -1.53 1.98
C -0.18 -2.59 1.05
C -1.13 -3.78 0.86
C -1.87 -4.14 2.17
C -1.11 -3.63 3.39
C -1.06 -2.10 3.39
C 1.73 0.07 2.79
C 2.90 -0.09 1.80
C 3.28 -1.54 1.50
C 3.59 -2.31 2.78
C 2.41 -2.24 3.73
C 2.02 -0.79 4.04
H -5.19 1.96 1.35
H -4.92 2.55 -0.28
H -4.39 3.53 1.08
H -4.59 -0.13 2.09
H -5.79 -2.22 1.62
H -5.35 -3.43 -0.51
H -3.65 -2.61 -2.04
H -1.46 -2.75 -1.97
H 0.80 -2.02 -2.29
H 0.44 -1.27 -3.81
H 1.50 -3.78 -3.67
H 0.48 -3.28 -5.00
H -0.51 -4.72 -2.51
H -0.25 -5.47 -4.07
H -2.69 -4.59 -3.36
H -2.15 -4.49 -5.03
H -3.17 -2.31 -3.97
H -1.70 -2.17 -4.90
H -3.55 -0.04 -3.31
H -3.96 1.69 -1.89
H -3.56 2.50 -3.38
H -0.08 2.43 -2.30
H -0.54 4.14 -2.36
H -0.07 3.63 -4.50
H -1.82 3.47 -4.53
H 0.05 1.10 -4.07
H -0.43 1.61 -5.69
H -1.85 -0.22 -5.01
H -2.79 1.25 -5.17
H -4.04 2.60 3.05
H -3.66 2.56 5.45
H -1.53 1.61 6.34
H 0.11 0.68 4.80
H -1.75 -1.26 1.54
H 0.77 -2.95 1.47
H 0.06 -2.14 0.08
H -0.57 -4.64 0.49
H -1.87 -3.53 0.10
H -2.02 -5.22 2.23
H -2.87 -3.69 2.16
H -0.10 -4.05 3.39
H -1.59 -3.98 4.31
H -0.32 -1.76 4.11
H -2.02 -1.71 3.74
H 1.75 1.12 3.11
H 3.77 0.41 2.23
H 2.69 0.41 0.86
H 4.13 -1.53 0.83
H 2.47 -2.03 0.96
H 4.47 -1.86 3.26
H 3.85 -3.35 2.56
H 2.63 -2.76 4.67
H 1.55 -2.76 3.28
H 2.87 -0.32 4.54
H 1.21 -0.79 4.75
S 1.22 6.31 -3.23
Sb 2.03 5.20 -1.36
S 0.09 5.26 0.26
S 2.07 1.32 -1.78
S 3.57 6.65 -0.29
N 4.12 4.52 2.07
C 4.87 3.86 1.12
C 4.07 2.90 0.60
N 2.82 2.99 1.18
C 2.88 3.99 2.02
C 1.72 4.36 2.81
N 0.64 3.63 2.85
C -0.24 4.32 3.65
C 0.33 5.48 4.07
N 1.60 5.48 3.55
H 4.27 5.52 2.21
H 5.86 4.17 0.87
H 4.27 2.18 -0.18
H -1.24 3.96 3.83
H -0.05 6.28 4.68
H 2.19 6.29 3.45
C 5.97 -1.91 -1.46
C 4.56 -2.25 -1.95
C 4.62 -2.58 -3.45
C 4.04 -3.48 -1.19
C 3.66 -1.09 -1.75
C 2.97 -0.09 -1.73
H 6.66 -2.75 -1.64
H 5.97 -1.70 -0.38
H 6.35 -1.03 -1.97
H 5.31 -3.40 -3.63
H 4.96 -1.70 -4.01
H 3.63 -2.85 -3.82
H 4.62 -4.37 -1.47
H 2.99 -3.66 -1.42
H 4.13 -3.34 -0.11
C -2.86 4.17 -1.60
C -2.14 2.82 -1.80
N -1.71 2.20 -0.51
H -3.89 4.04 -1.26
H -2.87 4.72 -2.54
H -2.31 4.76 -0.87
```

Computed properties:
- net charge = -2
- electronic energy (hartree) = -5104.74417
- HOMO level (eV) = -0.6
- relative energy (zero: lowest compared OMol25 entry of this formula, charge and spin) (kcal per mole) = 0.0

[3]
The following is a quantum chemistry calculation of a 17-piece molecular cluster, C51H75BN18O2 overall in a non-equilibrium geometry, from OMol25.

Geometry as XYZ:
```
147
Properties=species:S:1:pos:R:3
C 4.63 -3.99 3.80
O 3.43 -3.78 3.10
C 3.63 -2.85 2.03
C 2.38 -2.69 1.18
C 2.81 -2.18 -0.22
B 1.64 -1.60 -1.11
C 1.86 -1.33 -2.66
C 1.83 0.18 -2.98
C 2.99 0.95 -2.27
N 2.41 1.95 -1.36
C 3.40 2.54 -0.42
C 2.78 2.55 0.97
C 1.78 3.44 1.27
C 1.17 3.47 2.49
C 1.57 2.57 3.46
C 2.58 1.70 3.20
C 3.18 1.69 1.96
O 4.20 0.77 1.79
C 0.19 -1.29 -0.55
C -0.74 -2.31 -0.60
C -2.00 -1.99 -0.15
C -2.20 -0.72 0.30
N -1.32 0.26 0.40
C -0.10 -0.05 -0.04
H 4.72 -3.31 4.65
H 5.52 -3.83 3.18
H 4.70 -5.01 4.20
H 4.00 -1.88 2.40
H 4.40 -3.28 1.37
H 1.92 -3.67 1.04
H 1.68 -2.01 1.67
H 3.67 -1.51 -0.13
H 3.19 -3.06 -0.76
H 0.99 -1.79 -3.15
H 2.78 -1.78 -3.04
H 1.96 0.28 -4.06
H 0.88 0.66 -2.74
H 3.56 1.44 -3.07
H 3.67 0.26 -1.76
H 2.09 2.71 -1.96
H 3.57 3.57 -0.73
H 4.30 1.93 -0.43
H 1.45 4.15 0.53
H 0.38 4.18 2.68
H 1.09 2.56 4.43
H 2.90 1.00 3.97
H 4.35 0.64 0.85
H -0.51 -3.29 -1.00
H -2.80 -2.72 -0.19
H -3.22 -0.47 0.63
H 0.65 0.74 0.00
C 2.95 6.89 0.41
C 2.94 6.28 -0.91
N 2.93 5.77 -1.94
H 1.96 7.26 0.68
H 3.25 6.18 1.17
H 3.64 7.73 0.45
C -1.77 -0.82 -5.20
C -0.35 -0.89 -5.51
N 0.78 -0.95 -5.74
H -2.13 0.21 -5.25
H -2.36 -1.40 -5.91
H -1.98 -1.19 -4.20
C -2.15 3.78 -0.87
C -2.19 3.12 -2.17
N -2.22 2.60 -3.19
H -3.14 4.13 -0.59
H -1.80 3.10 -0.10
H -1.48 4.64 -0.90
C -1.70 -0.29 -8.91
C -2.98 -0.98 -8.81
N -3.99 -1.52 -8.73
H -1.83 0.77 -9.10
H -1.13 -0.38 -7.98
H -1.09 -0.70 -9.71
C -5.82 -2.40 0.76
C -5.76 -3.13 -0.50
N -5.70 -3.70 -1.50
H -6.84 -2.11 1.00
H -5.44 -3.00 1.58
H -5.23 -1.49 0.72
C 6.63 4.89 1.64
C 6.10 6.24 1.70
N 5.67 7.30 1.75
H 6.58 4.50 0.62
H 7.67 4.86 1.96
H 6.06 4.21 2.28
C -7.97 -4.70 -4.31
C -9.17 -5.53 -4.27
N -10.11 -6.18 -4.24
H -8.21 -3.67 -4.55
H -7.46 -4.70 -3.34
H -7.26 -5.06 -5.06
C 0.82 10.22 2.93
C 0.54 8.82 2.67
N 0.31 7.71 2.46
H 1.25 10.71 2.06
H -0.09 10.76 3.19
H 1.52 10.33 3.75
C -0.81 5.30 -4.90
C -1.42 6.62 -4.87
N -1.89 7.67 -4.84
H -0.86 4.86 -5.90
H 0.24 5.33 -4.61
H -1.32 4.61 -4.22
C -7.71 -7.53 -1.75
C -6.29 -7.34 -1.47
N -5.18 -7.18 -1.25
H -8.33 -6.98 -1.04
H -7.97 -7.18 -2.75
H -7.99 -8.58 -1.69
C 2.59 -2.46 6.45
C 2.13 -1.09 6.27
N 1.79 -0.01 6.14
H 2.63 -2.99 5.50
H 3.59 -2.49 6.89
H 1.93 -3.02 7.11
C 0.91 -6.36 1.59
C -0.25 -5.53 1.32
N -1.17 -4.88 1.11
H 0.70 -7.10 2.37
H 1.23 -6.90 0.70
H 1.75 -5.75 1.93
C 4.76 6.09 -5.71
C 3.49 5.38 -5.71
N 2.49 4.82 -5.68
H 4.61 7.15 -5.89
H 5.27 5.97 -4.75
H 5.42 5.70 -6.49
C 5.54 0.29 8.65
C 5.20 -1.12 8.54
N 4.93 -2.23 8.46
H 6.09 0.63 7.77
H 4.64 0.90 8.74
H 6.16 0.48 9.52
C -4.42 -7.72 2.21
C -4.78 -8.04 3.58
N -5.07 -8.30 4.67
H -5.09 -6.99 1.78
H -3.41 -7.32 2.15
H -4.45 -8.61 1.58
C -7.95 -1.93 4.44
C -6.73 -1.50 3.78
N -5.76 -1.17 3.26
H -8.30 -1.17 5.14
H -8.74 -2.11 3.72
H -7.79 -2.85 5.00
```

Computed properties:
- electronic energy (hartree) = -3149.08991
- HOMO level (eV) = -8.5